Molecular formula: C47H45As3BrN4ORe
Method: DFT, wB97M-V/def2-TZVPD

Structure (XYZ):
```
102
Properties=species:S:1:pos:R:3:forces:R:3
Re 0.485821 -0.598994 -0.538195 -0.47 -1.83 2.31
Br -6.306950 -2.874164 1.896184 -0.07 -0.02 0.03
C -4.635385 -2.625314 1.092807 0.06 0.01 -0.03
C -4.472014 -2.879453 -0.279103 0.08 0.02 0.01
C -3.260099 -2.662159 -0.900555 0.00 -0.13 -0.09
C -2.188380 -2.158537 -0.161420 0.30 0.00 -0.25
O -1.016424 -1.886793 -0.749936 -0.68 -0.52 -0.40
C -2.323070 -1.999186 1.209391 -0.04 0.29 0.32
C -1.126282 -1.840256 1.956751 -0.22 -0.25 -0.10
N 0.041643 -1.552343 1.474714 0.12 0.90 -0.13
C 1.162208 -1.877920 2.297211 -0.13 -0.04 0.15
C 1.171852 -2.139247 3.642108 -0.05 -0.01 0.02
C 2.353584 -2.588555 4.268326 0.01 0.02 -0.08
C 3.496433 -2.793526 3.545110 -0.03 0.01 0.03
C 3.515302 -2.496572 2.162004 0.09 -0.03 0.05
C 4.648184 -2.656246 1.338977 0.03 0.03 0.00
C 4.569567 -2.291791 0.020372 -0.04 0.00 0.01
C 3.374651 -1.752955 -0.466070 0.04 -0.08 0.10
N 2.273970 -1.612458 0.265493 0.58 0.45 -0.76
C 2.340587 -2.005809 1.566548 -0.03 -0.01 -0.04
C -3.556535 -2.229372 1.842242 0.01 -0.03 0.05
H -5.309511 -3.259657 -0.849507 0.00 0.02 0.00
H -3.127095 -2.875858 -1.951397 -0.04 -0.01 -0.01
H -1.190552 -2.128910 3.002616 0.05 -0.09 -0.05
H 0.287483 -2.002426 4.249896 0.05 -0.01 0.05
H 2.339307 -2.788055 5.331086 -0.01 0.00 -0.01
H 4.393126 -3.177117 4.014844 -0.01 0.02 0.01
H 5.565844 -3.053790 1.755998 -0.02 0.00 -0.01
H 5.412339 -2.398435 -0.648041 0.00 0.03 0.01
H 3.328419 -1.406033 -1.487783 0.00 0.03 -0.01
H -3.649421 -2.102931 2.914265 0.00 -0.01 -0.02
C -1.185409 1.573954 -3.601220 -0.06 0.11 0.05
As -1.368379 0.226745 -2.206317 0.31 0.43 -0.24
C -3.084587 0.621694 -1.406721 -0.02 0.01 0.03
C -1.678308 -1.246014 -3.422052 0.03 0.03 -0.05
C -2.839843 -1.277934 -4.184357 0.01 -0.01 0.01
C -3.043473 -2.303962 -5.097941 0.01 0.00 -0.02
C -2.078813 -3.287324 -5.266431 -0.01 0.00 0.00
C -0.907918 -3.244394 -4.521881 0.02 0.04 -0.02
C -0.708787 -2.223943 -3.598117 -0.02 -0.07 -0.04
As 0.926765 -2.123575 -2.590744 -0.14 0.27 -0.30
C 2.192361 -1.698665 -3.993911 0.14 -0.04 0.06
C 1.326441 -3.944133 -2.103430 0.00 -0.02 0.07
H -2.110297 1.543831 -4.175537 0.00 0.02 -0.03
H -0.371498 1.295854 -4.269562 -0.04 -0.03 -0.05
H -1.032816 2.581193 -3.227823 0.03 0.01 -0.02
H -3.854546 0.071649 -1.942135 -0.03 0.03 -0.03
H -3.273595 1.690598 -1.478788 0.01 0.02 -0.01
H -3.093860 0.326806 -0.360729 0.00 0.02 0.02
H -3.600936 -0.514703 -4.072727 -0.01 0.01 -0.01
H -3.953062 -2.330445 -5.683417 0.01 0.00 0.01
H -2.232373 -4.082186 -5.984066 -0.01 0.00 0.02
H -0.155389 -4.007848 -4.678065 -0.02 -0.02 0.01
H 2.035867 -2.414322 -4.799628 0.02 -0.01 -0.02
H 3.224236 -1.774488 -3.655018 0.00 0.01 -0.01
H 2.005154 -0.698209 -4.378455 -0.01 0.00 -0.01
H 1.377685 -4.547360 -3.007309 0.00 -0.02 -0.01
H 0.532129 -4.314014 -1.458358 -0.01 0.01 0.01
H 2.280805 -3.998537 -1.585042 0.01 0.00 0.00
N 3.080222 2.294498 -2.302038 0.07 0.03 0.04
C 3.726184 2.193357 -1.094880 0.04 0.00 -0.06
C 3.032402 1.281268 -0.376389 -0.06 -0.08 -0.08
N 1.967406 0.818791 -1.141887 0.08 0.16 -0.33
C 2.035904 1.464300 -2.299425 -0.03 0.01 0.11
H 3.340057 2.906927 -3.061085 -0.01 0.00 -0.01
H 4.607097 2.764034 -0.855956 -0.04 0.02 -0.01
H 3.208262 0.941179 0.627388 0.00 0.01 -0.02
H 1.350077 1.361428 -3.120950 0.03 0.04 0.02
C 2.098515 2.068403 5.315651 0.00 0.01 0.01
C 2.677069 1.204615 4.398002 0.01 0.01 -0.02
C 2.061071 0.980229 3.173829 0.06 0.11 -0.03
C 0.868289 1.621576 2.860286 0.01 -0.15 0.03
C 0.304824 2.514731 3.773001 0.02 -0.08 0.03
C 0.917184 2.727714 4.998718 -0.01 0.01 0.00
As -0.007312 1.445361 1.142273 0.01 0.43 -0.46
C 0.483076 3.133792 0.315424 0.07 -0.01 0.00
C -0.147851 3.534816 -0.858222 0.07 0.00 0.01
C 0.142994 4.759267 -1.440109 0.02 0.00 -0.01
C 1.091011 5.589932 -0.853714 -0.01 0.00 -0.02
C 1.742268 5.186543 0.302924 0.01 -0.01 0.01
C 1.440298 3.963197 0.890375 -0.03 0.03 0.03
C -1.857080 1.754520 1.655601 0.02 -0.06 0.10
C -2.610119 2.809778 1.148953 -0.01 -0.02 0.01
C -3.906154 3.021199 1.602406 -0.01 -0.01 -0.03
C -4.458458 2.188525 2.564311 0.00 0.00 0.01
C -3.697866 1.158801 3.101905 0.00 -0.02 0.00
C -2.402917 0.950332 2.654162 -0.01 0.00 -0.02
H 2.571709 2.237718 6.273965 0.00 0.00 -0.01
H 3.609501 0.706652 4.631833 -0.01 0.00 0.00
H 2.528458 0.305369 2.470848 0.00 0.01 0.02
H -0.601067 3.054983 3.531592 -0.05 -0.03 0.01
H 0.469245 3.412091 5.707081 0.02 0.01 -0.01
H -0.897134 2.895722 -1.301238 -0.08 0.00 0.01
H -0.377111 5.078143 -2.335439 0.00 -0.01 0.01
H 1.308315 6.556116 -1.290240 0.01 -0.02 0.00
H 2.481378 5.831774 0.760391 -0.03 0.00 0.01
H 1.944681 3.671568 1.802759 0.01 0.02 0.00
H -2.196850 3.493964 0.423386 0.01 0.02 0.00
H -4.478230 3.853163 1.212547 0.00 -0.01 0.00
H -5.468113 2.357587 2.914787 0.02 0.01 0.00
H -4.108313 0.535512 3.886466 0.01 0.01 -0.01
H -1.799074 0.185112 3.125551 0.00 0.03 0.06
```
Forces are in eV/Å.

Output
- spin multiplicity = 2
- charge = +3
- energy above the lowest of the compared OMol25 structures with the same formula, charge and spin (kJ/mol) = 0.0
- Kohn-Sham gap (spin up / spin down) (Eh) = 0.239 / 0.226

Löwdin population analysis, charges in e, atoms 1 to 99: number 1, Re, carries 1.104; number 2, Br, carries 0.850; number 3, C, carries -0.676; number 4, C, carries -0.052; number 5, C, carries 0.017; number 6, C, carries -0.326; number 7, O, carries -0.441; number 8, C, carries -0.154; number 9, C, carries -0.052; number 10, N, carries -0.015; number 11, C, carries -0.217; number 12, C, carries 0.022; number 13, C, carries -0.013; number 14, C, carries 0.020; number 15, C, carries -0.125; number 16, C, carries 0.058; number 17, C, carries 0.002; number 18, C, carries -0.156; number 19, N, carries -0.042; number 20, C, carries -0.186; number 21, C, carries -0.054; number 22, H, carries 0.123; number 23, H, carries 0.118; number 24, H, carries 0.142; number 25, H, carries 0.126; number 26, H, carries 0.131; number 27, H, carries 0.137; number 28, H, carries 0.144; number 29, H, carries 0.130; number 30, H, carries 0.075; number 31, H, carries 0.124; number 32, C, carries -0.231; number 33, As, carries 1.146; number 34, C, carries -0.205; number 35, C, carries -0.418; number 36, C, carries -0.095; number 37, C, carries -0.030; number 38, C, carries -0.029; number 39, C, carries -0.072; number 40, C, carries -0.396; number 41, As, carries 1.142; number 42, C, carries -0.223; number 43, C, carries -0.208; number 44, H, carries 0.054; number 45, H, carries 0.036; number 46, H, carries 0.017; number 47, H, carries 0.044; number 48, H, carries 0.050; number 49, H, carries 0.025; number 50, H, carries 0.111; number 51, H, carries 0.127; number 52, H, carries 0.127; number 53, H, carries 0.109; number 54, H, carries 0.052; number 55, H, carries 0.038; number 56, H, carries 0.030; number 57, H, carries 0.048; number 58, H, carries 0.052; number 59, H, carries 0.033; number 60, N, carries 0.134; number 61, C, carries -0.017; number 62, C, carries -0.133; number 63, N, carries -0.174; number 64, C, carries -0.172; number 65, H, carries 0.184; number 66, H, carries 0.145; number 67, H, carries 0.100; number 68, H, carries 0.100; number 69, C, carries -0.039; number 70, C, carries -0.055; number 71, C, carries -0.128; number 72, C, carries -0.371; number 73, C, carries -0.090; number 74, C, carries -0.036; number 75, As, carries 1.328; number 76, C, carries -0.370; number 77, C, carries -0.166; number 78, C, carries -0.059; number 79, C, carries -0.048; number 80, C, carries -0.047; number 81, C, carries -0.087; number 82, C, carries -0.379; number 83, C, carries -0.105; number 84, C, carries -0.043; number 85, C, carries -0.037; number 86, C, carries -0.051; number 87, C, carries -0.133; number 88, H, carries 0.123; number 89, H, carries 0.116; number 90, H, carries 0.069; number 91, H, carries 0.115; number 92, H, carries 0.123; number 93, H, carries 0.045; number 94, H, carries 0.117; number 95, H, carries 0.121; number 96, H, carries 0.121; number 97, H, carries 0.106; number 98, H, carries 0.091; number 99, H, carries 0.122